# 1
The following is a DFT calculation (ωB97M-V with the def2-TZVPD basis set) of a structure of composition C22H27N3O.

Computed properties:
**Total charge**: 0
**M**: 349.48 g mol⁻¹
**Relative energy (zero: lowest compared OMol25 entry of this formula, charge and spin)**: 15.652 eV
**E_tot**: -29756.054 eV

Geometry (Å):
C: -0.946 -3.888 -0.485
C: -1.972 -2.925 -0.251
C: -2.173 -2.631 1.230
C: -1.171 -1.950 1.923
H: -0.243 -2.312 1.325
C: -1.520 -0.490 2.012
N: -1.743 0.033 0.814
C: -0.717 0.455 -0.410
N: -1.230 0.952 -1.493
C: -2.495 0.937 -1.230
C: -3.595 1.615 -2.062
C: -4.941 1.454 -1.729
C: -5.122 0.704 -0.462
C: -4.144 0.538 0.556
C: -2.864 0.484 -0.057
H: -4.489 0.060 1.632
H: -6.142 0.699 0.018
H: -5.677 1.631 -2.188
H: -3.188 1.889 -3.129
C: 0.742 0.307 0.067
N: 1.321 1.544 0.164
C: 1.490 2.047 1.675
O: 1.345 1.375 2.542
C: 2.171 3.376 1.785
H: 1.568 4.240 0.936
H: 2.499 3.592 2.644
H: 3.188 3.152 1.067
H: 1.537 2.342 -0.550
H: 0.869 -0.399 0.942
C: 1.484 -0.394 -1.213
C: 2.940 -0.357 -1.108
C: 3.771 0.460 -1.692
C: 5.190 0.448 -1.288
C: 5.639 -0.752 -0.556
C: 4.766 -1.647 -0.021
C: 3.485 -1.298 -0.247
H: 2.803 -2.244 -0.056
H: 5.184 -2.369 0.844
H: 6.702 -0.640 -0.314
H: 5.712 1.283 -1.617
H: 3.498 1.213 -2.017
H: 0.872 -1.266 -1.222
H: 1.129 0.233 -2.116
H: -0.665 -0.046 2.468
H: -2.469 -0.118 2.468
H: -0.993 -2.292 2.982
H: -3.209 -2.337 1.466
H: -2.261 -3.857 1.757
H: -3.026 -3.212 -0.778
H: -2.057 -1.893 -0.682
H: -0.877 -3.964 -1.694
H: -1.172 -4.820 -0.179
H: 0.144 -3.470 -0.287

These are the Mulliken partial charges, in e, on atoms 1 to 4: atom 1 (C): -1.229, atom 2 (C): 0.112, atom 3 (C): -0.954, atom 4 (C): 0.186

=====

# 2
The following is a DFT calculation (ωB97M-V with the def2-TZVPD basis set) of a structure of composition C22H27N3O3STi.

Computed properties:
**Spin multiplicity**: 3
**Total charge**: -2
**M**: 461.41 g mol⁻¹
**Relative energy (zero: lowest compared OMol25 entry of this formula, charge and spin)**: 0.649 eV
**E_tot**: -67815.261 eV

Geometry (Å):
Ti: -0.477 -0.510 0.139
C: -3.559 -2.195 2.389
C: -2.849 -1.825 1.115
O: -1.524 -1.775 1.248
C: -3.526 -1.627 -0.058
C: -2.995 -1.257 -1.347
C: -3.817 -1.412 -2.589
N: -1.742 -0.826 -1.447
N: -1.167 -0.559 -2.634
C: 0.168 -0.467 -2.510
O: 0.791 -0.814 -1.381
C: 0.932 -0.036 -3.642
C: 2.347 0.007 -3.582
C: 3.095 0.418 -4.666
C: 2.488 0.807 -5.864
C: 1.090 0.776 -5.934
C: 0.327 0.371 -4.860
H: -3.039 -3.032 2.863
H: -4.602 -2.467 2.214
H: -3.531 -1.358 3.095
H: -4.598 -1.799 -0.023
H: -4.683 -2.054 -2.410
H: -3.201 -1.836 -3.387
H: -4.174 -0.446 -2.968
H: 2.823 -0.271 -2.652
H: 4.177 0.450 -4.576
H: 3.081 1.143 -6.707
H: 0.590 1.086 -6.847
H: -0.753 0.362 -4.923
C: -0.735 -0.928 6.264
C: 0.316 -1.273 5.223
S: 0.295 0.015 3.907
O: 0.640 1.257 4.669
C: 1.879 -0.509 3.178
C: 1.862 -1.771 2.332
H: -0.760 -1.671 7.065
H: -1.728 -0.884 5.810
H: -0.524 0.052 6.694
H: 0.075 -2.221 4.732
H: 1.313 -1.334 5.668
H: 2.545 -0.623 4.038
H: 2.195 0.350 2.591
H: 1.463 -2.620 2.890
H: 2.887 -2.010 2.034
H: 1.325 -1.721 1.369
N: -0.089 1.171 0.940
C: 0.551 2.139 0.255
C: 1.752 2.768 0.702
C: 2.462 3.655 -0.087
C: 2.023 4.013 -1.360
C: 0.816 3.472 -1.802
C: 0.088 2.599 -1.017
H: 2.097 2.544 1.706
H: 3.385 4.077 0.303
H: 2.604 4.678 -1.988
H: 0.439 3.726 -2.788
H: -0.851 2.197 -1.385

These are the Mulliken partial charges, in e, on atoms 1 to 4: atom 1 (Ti): 0.358, atom 2 (C): -1.279, atom 3 (C): 0.790, atom 4 (O): -0.595

=====

# 3
The following is a DFT calculation (ωB97M-V with the def2-TZVPD basis set) of a structure of composition C22H27N3O4S4Sn.

Computed properties:
**Total charge**: -2
**M**: 644.45 g mol⁻¹
**Relative energy (zero: lowest compared OMol25 entry of this formula, charge and spin)**: 0.348 eV
**E_tot**: -85083.473 eV

Geometry (Å):
Sn: -0.343 0.278 -0.337
C: -1.854 -3.712 0.440
C: -0.670 -4.013 1.353
S: 0.826 -3.032 0.983
C: 1.247 -2.180 2.534
C: 0.129 -1.582 3.365
S: -0.982 -0.317 2.630
C: -2.598 -1.254 3.485
C: -3.172 -2.413 2.680
S: -2.939 -2.296 0.846
H: -1.492 -3.480 -0.564
H: -2.493 -4.597 0.388
H: -0.902 -3.875 2.406
H: -0.385 -5.057 1.204
H: 1.802 -2.890 3.156
H: 1.925 -1.396 2.208
H: -0.512 -2.379 3.737
H: 0.603 -1.097 4.226
H: -2.377 -1.585 4.507
H: -3.309 -0.424 3.528
H: -2.727 -3.365 2.974
H: -4.256 -2.507 2.794
N: 1.198 4.366 0.562
C: 0.467 3.252 0.215
O: 0.928 2.456 -0.585
C: -0.879 3.121 0.875
C: -1.732 2.083 0.160
H: 2.189 4.280 0.388
H: 0.949 4.820 1.424
H: -1.335 4.119 0.963
H: -0.661 2.762 1.889
H: -2.088 2.496 -0.789
H: -2.595 1.816 0.776
N: 0.554 0.521 1.626
C: 1.648 1.060 2.160
C: 1.721 1.453 3.533
C: 2.862 2.023 4.066
C: 4.001 2.234 3.292
C: 3.971 1.840 1.949
C: 2.845 1.274 1.395
H: 0.834 1.314 4.142
H: 2.871 2.314 5.114
H: 4.892 2.682 3.720
H: 4.867 1.975 1.348
H: 2.821 0.970 0.355
O: 0.005 -2.676 -3.594
C: 0.113 -1.468 -3.811
N: 0.619 -0.541 -2.984
S: 0.383 0.953 -3.515
O: 1.595 1.722 -3.621
O: -0.742 1.601 -2.870
C: -0.189 0.492 -5.166
C: -0.512 1.224 -6.288
C: -0.951 0.539 -7.417
C: -1.085 -0.846 -7.394
C: -0.786 -1.567 -6.245
C: -0.322 -0.881 -5.136
H: -0.428 2.304 -6.293
H: -1.204 1.090 -8.316
H: -1.436 -1.367 -8.279
H: -0.910 -2.642 -6.198

These are the Mulliken partial charges, in e, on atoms 1 to 4: atom 1 (Sn): 0.287, atom 2 (C): -0.553, atom 3 (C): -0.581, atom 4 (S): -0.108

=====

# 4
The following is a DFT calculation (ωB97M-V with the def2-TZVPD basis set) of an isolated molecule of C22H27N3O6S.

Computed properties:
**Total charge**: 0
**M**: 461.54 g mol⁻¹
**SMILES**: CC1CCN(S(=O)(=O)c2ccc3c(c2)N(CC(=O)N(C)Cc2ccco2)C(=O)CO3)CC1
**Relative energy (zero: lowest compared OMol25 entry of this formula, charge and spin)**: 1.187 eV
**E_tot**: -50842.879 eV

Geometry (Å):
C: 3.166 1.953 2.649
C: 2.426 0.686 3.066
C: 1.102 1.022 3.756
C: 0.368 -0.263 4.140
N: 0.172 -1.141 3.013
S: -1.283 -1.094 2.232
O: -2.296 -1.046 3.244
O: -1.286 -2.186 1.298
C: -1.385 0.427 1.285
C: -1.790 1.599 1.891
C: -1.857 2.756 1.136
C: -1.526 2.732 -0.213
C: -1.109 1.538 -0.822
C: -1.049 0.383 -0.052
N: -0.737 1.554 -2.171
C: -0.001 0.438 -2.721
C: 1.336 0.289 -1.989
O: 1.716 1.132 -1.200
N: 2.058 -0.807 -2.301
C: 3.316 -1.036 -1.624
C: 1.565 -1.895 -3.126
C: 0.551 -2.734 -2.408
C: -0.715 -3.117 -2.746
C: -1.192 -3.901 -1.666
C: -0.188 -3.931 -0.753
O: 0.871 -3.230 -1.190
C: -0.930 2.651 -2.950
O: -0.560 2.714 -4.103
C: -1.738 3.767 -2.307
O: -1.596 3.896 -0.910
C: 1.360 -1.445 2.254
C: 2.140 -0.195 1.848
H: 4.129 1.704 2.209
H: 3.336 2.599 3.507
H: 2.587 2.501 1.910
H: 3.051 0.123 3.769
H: 0.487 1.615 3.077
H: 1.285 1.613 4.656
H: -0.621 -0.059 4.551
H: 0.951 -0.808 4.893
H: -2.071 1.590 2.931
H: -2.165 3.695 1.569
H: -0.752 -0.569 -0.458
H: -0.599 -0.474 -2.661
H: 0.187 0.686 -3.772
H: 3.238 -1.894 -0.954
H: 3.553 -0.144 -1.048
H: 4.104 -1.215 -2.357
H: 1.123 -1.513 -4.049
H: 2.430 -2.509 -3.393
H: -1.235 -2.882 -3.652
H: -2.152 -4.366 -1.584
H: -0.121 -4.375 0.218
H: -2.797 3.592 -2.561
H: -1.433 4.720 -2.744
H: 1.037 -2.014 1.382
H: 1.995 -2.089 2.875
H: 1.577 0.381 1.112
H: 3.081 -0.501 1.387

These are the Mulliken partial charges, in e, on atoms 1 to 4: atom 1 (C): -1.743, atom 2 (C): 0.088, atom 3 (C): -0.198, atom 4 (C): -1.069

=====

Q: Look up the E_tot of the fourth one.
A: -50842.879 eV

=====

Q: Which value of M does entry 4 give?
A: 461.54 g mol⁻¹

=====

Q: Which of these has the highest E_tot?
A: C22H27N3O

=====

Q: What is the relative energy (zero: lowest compared OMol25 entry of this formula, charge and spin) in the third record?
A: 0.348 eV